(1)
{
  "formula": "C4H10O2",
  "method": "ωB97M-V/def2-TZVPD",
  "e_lumo_ev": 0.9,
  "homo_lumo_gap_ev": 10.67,
  "smiles": "COC[C@H](C)O",
  "relative_energy_kcal_mol": 69.46,
  "e_tot_ha": -308.7875,
  "e_homo_ev": -9.74,
  "symbols": ["C", "C", "C", "C", "H", "H", "H", "H", "H", "H", "H", "H", "H", "H", "O", "O"],
  "coordinates": [[-0.5950, 1.5396, -1.5713], [-0.8091, -0.3511, -0.3016], [0.2918, -0.1849, 0.8210], [1.5183, -1.1082, 0.5615], [-1.7192, 1.8588, -1.4013], [-0.0841, 2.0417, -0.5801], [-0.2201, 1.7779, -2.5737], [-1.3095, -1.4205, -0.4285], [-1.6477, 0.2705, -0.0065], [0.6302, 0.8482, 0.8655], [2.3747, -0.5988, 1.2458], [1.8401, -0.9627, -0.5317], [1.2905, -2.1997, 1.1237], [-0.8825, -1.2342, 2.1602], [-0.4122, 0.0974, -1.5409], [-0.2660, -0.3740, 2.1580]],
  "atomic_forces_ev_per_a": [[-0.5654, 0.1980, 2.0607], [-1.2302, -1.6829, 1.4789], [-0.6069, -1.6587, -0.0436], [0.9445, 0.5110, 2.7179], [1.9126, -0.8868, -0.7534], [-0.6660, -0.9521, -2.9200], [-0.0139, 0.7693, 0.6613], [1.6055, 1.7232, 0.5184], [-0.4265, 0.0657, 0.5205], [-0.0652, 0.0290, -0.2866], [-1.6725, -1.4872, -1.6362], [-0.4973, -1.0893, 1.6149], [0.7637, 2.7057, -2.3257], [2.1502, 2.7877, -0.1654], [0.1113, 1.6381, -0.3923], [-1.7438, -2.6707, -1.0493]],
  "mulliken_charge": [-0.545, -0.609, 0.339, -0.974, 0.237, 0.211, 0.254, 0.291, 0.399, 0.199, 0.239, 0.304, 0.243, 0.342, -0.352, -0.577]
}

***

(2)
{
  "formula": "C5H7N",
  "method": "ωB97M-V/def2-TZVPD",
  "e_lumo_ev": 1.0,
  "homo_lumo_gap_ev": 10.71,
  "smiles": "C1[C@H]2C[C@@H]12.C#N",
  "relative_energy_kcal_mol": 89.64,
  "e_tot_ha": -249.3304,
  "e_homo_ev": -9.67,
  "symbols": ["C", "C", "C", "C", "C", "N", "H", "H", "H", "H", "H", "H", "H"],
  "coordinates": [[1.5699, -2.7112, 1.9597], [0.5733, 0.4492, 0.0720], [-0.6727, 0.1680, -1.7506], [-0.4669, 1.2330, -0.7482], [-0.7695, -0.0844, -0.3008], [1.3306, -3.0219, 0.8912], [-1.6633, -0.5716, 0.2695], [2.1430, -2.4340, 2.8769], [1.4215, 0.0537, -0.3517], [0.6355, 0.8337, 1.1548], [-1.6164, 0.2204, -2.2176], [0.2039, -0.2808, -2.3141], [-0.8546, 2.3371, -0.6654]],
  "atomic_forces_ev_per_a": [[1.9973, 0.6283, 1.9807], [-2.9515, 2.2586, 3.0364], [1.3317, -0.6304, -0.8402], [0.9289, 3.1282, 0.0886], [-2.2556, -2.1438, 1.9689], [-0.7075, -0.2845, -0.8920], [2.0591, 1.0795, -0.9952], [-1.2905, -0.3447, -1.0991], [1.9346, -0.7841, -1.0246], [0.2124, -0.7634, -1.6957], [-0.8135, -0.1674, -0.9856], [-1.1663, 0.6546, 0.4855], [0.7209, -2.6309, -0.0276]],
  "mulliken_charge": [0.088, -0.529, -0.456, -0.207, -0.086, -0.329, 0.252, 0.250, 0.196, 0.174, 0.249, 0.131, 0.267]
}